<1>
72
Properties=species:S:1:pos:R:3 method="wB97M-V/def2-TZVPD" e_homo_ev="-5.644 / -5.642" lumo_ev="-1.2 / -1.2"
P 0.724 -2.407 -2.639
P 0.112 1.238 -1.824
C 0.190 -0.968 -3.546
C 0.922 0.307 -3.181
H -1.200 -0.836 -3.303
H 0.254 -1.159 -4.627
H 1.978 0.144 -2.914
H 0.930 0.975 -4.053
C -0.367 2.713 -2.842
H -0.845 3.470 -2.202
H -1.054 2.508 -3.678
H 0.540 3.154 -3.270
C 1.330 2.027 -0.755
H 1.341 3.081 -1.035
H 2.381 1.760 -1.014
H 1.083 1.979 0.323
C 0.333 -3.634 -3.940
H 0.412 -4.656 -3.546
H 1.087 -3.495 -4.724
H -0.665 -3.491 -4.380
C 2.479 -2.596 -2.414
H 2.998 -1.635 -2.348
H 2.817 -3.102 -3.338
H 2.675 -3.258 -1.559
Ba 2.609 -0.199 0.405
C -1.824 0.564 -1.802
C -2.134 -0.100 -3.100
C -3.491 -0.792 -3.048
C -3.526 -2.262 -2.508
C -2.263 -2.989 -2.491
C -1.205 -2.759 -1.635
C -0.971 -1.523 -0.737
C -1.968 -0.391 -0.616
C 0.953 -1.797 1.990
H -2.409 1.476 -1.617
H -2.124 0.621 -3.926
H -3.892 -0.817 -4.063
H -4.203 -0.177 -2.480
H -3.993 -2.263 -1.520
H -4.197 -2.820 -3.179
H -2.235 -3.881 -3.137
H -0.688 -3.671 -1.277
H -0.037 -1.010 -1.102
H -0.634 -1.852 0.263
H -2.972 -0.788 -0.551
H -1.777 0.134 0.338
H 1.867 -2.287 2.392
H 0.196 -2.588 1.884
H 0.585 -1.113 2.782
C -1.095 4.816 3.404
C -0.506 4.525 2.155
C 0.593 3.681 2.088
C 0.976 2.888 3.202
C 0.501 3.325 4.475
C -0.539 4.249 4.565
N 1.709 1.735 3.024
C 1.758 0.776 4.031
C 2.972 0.063 4.251
C 3.003 -1.032 5.108
C 1.838 -1.444 5.774
C 0.656 -0.719 5.629
C 0.609 0.390 4.794
H -1.942 5.485 3.467
H -0.898 4.978 1.247
H 1.158 3.596 1.163
H 0.911 2.881 5.380
H -0.925 4.519 5.544
H 3.874 0.426 3.737
H 3.941 -1.577 5.250
H 1.855 -2.340 6.411
H -0.259 -1.021 6.166
H -0.314 0.965 4.683

***

<2>
72
Properties=species:S:1:pos:R:3 method="wB97M-V/def2-TZVPD" e_homo_ev="-5.186 / -5.183" lumo_ev="-0.7 / -1.7"
P -1.847 -2.730 0.599
P 1.427 -1.338 0.113
C -0.332 -3.547 0.136
C 0.997 -3.173 0.657
H -0.212 -2.718 -2.384
H -0.428 -4.470 -0.463
H 1.015 -3.267 1.782
H 1.781 -3.835 0.214
C 3.004 -1.778 -0.728
H 3.445 -0.828 -1.064
H 2.849 -2.447 -1.585
H 3.658 -2.257 0.025
C 2.256 -0.581 1.608
H 3.235 -0.245 1.220
H 2.405 -1.324 2.396
H 1.791 0.350 2.026
C -2.828 -3.977 -0.352
H -3.886 -3.692 -0.389
H -2.698 -4.956 0.144
H -2.409 -4.039 -1.369
C -2.222 -3.055 2.445
H -1.334 -3.042 3.116
H -2.721 -4.031 2.550
H -2.925 -2.254 2.758
Ba -0.520 -0.712 2.028
C 0.906 -1.014 -2.844
C 0.662 -2.452 -2.990
C 0.358 -2.783 -4.433
C -0.998 -2.154 -4.798
C -2.095 -2.321 -3.769
C -2.351 -1.528 -2.712
C -1.441 -0.520 -2.077
C -0.135 -0.033 -2.824
C -2.456 0.976 1.286
H 1.939 -0.665 -2.937
H 1.493 -3.061 -2.638
H 0.351 -3.858 -4.659
H 1.150 -2.319 -5.038
H -0.851 -1.079 -4.979
H -1.314 -2.571 -5.779
H -2.707 -3.196 -3.990
H -3.322 -1.595 -2.213
H -1.123 -0.913 -1.082
H -1.982 0.400 -1.792
H -0.394 0.409 -3.794
H 0.299 0.830 -2.273
H -3.116 1.151 2.152
H -2.947 0.359 0.521
H -2.094 1.937 0.910
C 4.054 4.406 0.470
C 4.129 3.043 0.805
C 3.235 2.515 1.710
C 2.046 3.226 2.036
C 2.097 4.646 1.884
C 3.085 5.216 1.089
N 0.934 2.534 2.418
C -0.277 3.181 2.561
C -1.100 2.850 3.672
C -2.228 3.615 3.961
C -2.633 4.634 3.087
C -1.892 4.910 1.933
C -0.748 4.169 1.646
H 4.759 4.836 -0.239
H 4.909 2.400 0.387
H 3.393 1.534 2.141
H 1.317 5.268 2.321
H 3.082 6.303 0.941
H -0.795 2.016 4.309
H -2.796 3.386 4.865
H -3.540 5.205 3.298
H -2.193 5.695 1.237
H -0.165 4.362 0.741

***

Which of them is most stable? Easy: <2>.

***

<1>
26
Properties=species:S:1:pos:R:3 method="wB97M-V/def2-TZVPD" total_charge=+1 e_homo_ev=-11.386 lumo_ev=-3.7
C 0.004 -2.260 -1.180
C 0.748 -1.433 -1.974
C 0.326 -2.263 0.207
C 1.012 1.533 0.348
C 1.890 -0.415 0.002
C -2.154 1.931 0.871
C -1.262 2.456 -0.239
N 1.824 -0.600 -1.467
N 1.181 -1.413 0.739
N -0.444 -3.018 1.040
N 3.220 -0.110 0.477
O 1.627 2.427 0.861
O -0.140 1.309 -0.165
H -0.550 -3.125 -1.605
H 0.769 -1.464 -3.060
H -2.899 1.120 0.406
H -1.438 1.494 1.677
H -2.836 2.712 1.106
H -0.709 3.345 0.053
H -1.615 2.423 -1.294
H 2.281 0.050 -2.132
H 1.351 -1.452 1.717
H -1.303 -3.452 0.815
H -0.306 -3.056 2.089
H 3.319 0.889 0.725
H 4.023 -0.704 0.049

***

<2>
26
Properties=species:S:1:pos:R:3 method="wB97M-V/def2-TZVPD" total_charge=+1 e_homo_ev="-12.437 / -13.031" lumo_ev="-5.4 / -5.1"
C -1.896 0.458 1.755
C -0.413 0.482 1.922
C 0.430 0.528 0.461
N 1.901 0.693 0.576
C 0.233 -0.836 -0.259
C 0.565 -0.846 -1.679
N 1.079 -1.910 -2.306
N 0.139 0.147 -2.545
C -0.105 1.377 -2.115
C -0.117 1.687 -0.382
N -0.178 3.040 -0.028
O -0.614 3.806 -0.807
O 0.312 3.246 1.027
H -2.452 0.980 2.671
H -2.181 -0.556 1.718
H -2.144 0.994 0.750
H -0.095 -0.201 2.626
H -0.061 1.472 2.297
H 2.124 1.607 0.650
H 2.344 0.138 1.261
H -0.856 -1.025 -0.216
H 0.682 -1.663 0.371
H 1.081 -2.796 -1.769
H 1.413 -1.833 -3.334
H 0.425 -0.180 -3.532
H -0.538 2.242 -2.773

***

Which of them is most stable? Easy: <1>.

***

<1>
15
Properties=species:S:1:pos:R:3 method="wB97M-V/def2-TZVPD" e_homo_ev=-8.890 lumo_ev=-0.2
C 1.178 1.775 0.128
C 2.943 -0.694 -0.073
C -0.318 1.500 -0.295
C -0.441 -0.062 -0.108
C 0.815 -0.413 0.706
N 1.817 -1.283 0.101
N 1.656 0.767 0.856
O 1.712 2.805 -0.160
O 4.048 -0.653 -0.386
H -1.052 1.855 0.365
H -0.665 1.803 -1.192
H -1.394 -0.350 0.394
H -0.678 -0.378 -1.132
H 0.648 -0.956 1.593
H 1.870 -2.300 -0.168

***

<2>
15
Properties=species:S:1:pos:R:3 method="wB97M-V/def2-TZVPD" e_homo_ev=-8.478 lumo_ev=0.2
N 0.362 -1.487 -0.455
C -0.082 -0.492 0.351
C -1.260 -0.544 1.019
N -2.402 -0.134 0.678
C -2.322 0.518 -0.544
O -1.354 1.057 -1.010
C 1.002 0.405 0.913
C 1.848 0.861 -0.248
O 2.911 0.382 -0.530
H -0.282 -2.186 -0.778
H 1.347 -1.677 -0.536
H -3.310 0.552 -1.039
H 0.547 1.256 1.418
H 1.617 -0.165 1.617
H 1.379 1.653 -0.857

***

Which of them is most stable? Easy: <1>.

***

<1>
15
Properties=species:S:1:pos:R:3 method="wB97M-V/def2-TZVPD" e_homo_ev=-9.166 lumo_ev=0.5
C -1.860 -1.245 0.220
C -0.994 -0.014 -0.124
N -1.411 1.206 -0.128
O -0.417 2.077 -0.102
C 0.718 1.330 -0.012
C 0.385 0.049 0.049
N 2.110 -0.403 -0.068
O 2.849 -1.280 0.591
C 2.215 1.169 0.106
H -2.039 -1.130 1.280
H -2.862 -1.141 -0.143
H -1.515 -2.202 -0.098
H 2.194 -0.548 -1.069
H 2.946 1.449 -0.572
H 2.511 1.553 1.134

***

<2>
15
Properties=species:S:1:pos:R:3 method="wB97M-V/def2-TZVPD" e_homo_ev=-10.275 lumo_ev=0.4
C 1.310 1.222 1.187
C 0.686 0.104 0.329
C 1.674 -0.641 -0.416
N 2.583 -1.073 -1.044
C -0.322 -0.827 1.081
N -1.233 -0.530 -0.101
O -2.606 -0.523 0.096
C -0.479 0.546 -0.539
O -0.845 1.513 -1.185
H 0.728 1.594 1.992
H 1.642 2.051 0.505
H 2.233 0.903 1.744
H -0.765 -0.585 2.079
H -0.053 -1.888 1.090
H -2.848 -1.207 -0.531

***

Which of them is most stable? Easy: <2>.

***

<1>
15
Properties=species:S:1:pos:R:3 method="wB97M-V/def2-TZVPD" e_homo_ev=-8.161 lumo_ev=0.6
C 2.016 1.123 0.105
C -1.567 -0.982 -0.828
C -3.475 0.267 -0.102
C 2.466 1.291 -1.289
C -0.384 -1.460 1.191
N 1.617 1.004 1.173
N -2.388 -0.251 -0.093
O -4.488 0.812 0.055
O -0.560 -1.481 -0.276
H 3.482 1.045 -1.177
H 2.184 2.282 -1.474
H 1.914 0.539 -1.817
H -1.078 -0.651 1.711
H 0.634 -1.108 1.219
H -0.374 -2.428 1.604

***

<2>
15
Properties=species:S:1:pos:R:3 method="wB97M-V/def2-TZVPD" e_homo_ev=-7.539 lumo_ev=0.6
O 1.341 2.587 -0.230
C 0.716 1.557 -0.634
N 0.692 0.884 -1.994
C 0.034 -0.222 -1.951
C -0.382 -0.564 -0.619
N 0.025 0.681 0.168
C 0.214 0.047 1.469
C -0.878 -1.206 1.439
O -0.825 -1.648 0.047
H 0.397 1.756 -2.860
H -0.201 -0.825 -2.777
H 1.309 -0.540 1.316
H 0.326 0.553 2.560
H -0.756 -2.001 2.278
H -2.011 -1.058 1.788

***

Which of them is most stable? Easy: <1>.

***

<1>
23
Properties=species:S:1:pos:R:3 method="wB97M-V/def2-TZVPD" e_homo_ev="-7.908 / -7.575" lumo_ev="-0.2 / 0.1"
C -0.110 -0.995 -1.309
C -1.287 -2.239 0.500
C -2.130 0.078 -0.182
C 3.804 1.458 1.638
C -0.096 -0.224 1.093
C -0.919 -0.826 0.001
Si 2.573 0.744 0.154
Cl 3.527 -0.814 -0.677
H -0.132 -0.014 -1.759
H -0.418 -1.874 -1.947
H 0.987 -1.236 -1.131
H -1.707 -2.400 1.500
H -2.043 -2.751 -0.266
H -0.249 -2.853 0.434
H -2.949 -0.385 -0.699
H -2.491 0.203 0.824
H -1.903 1.131 -0.479
H 4.201 0.621 2.164
H 4.701 1.871 1.096
H 3.339 2.113 2.350
H -0.592 0.567 1.534
H 0.530 -0.882 1.569
H 2.389 1.479 -1.124

***

<2>
23
Properties=species:S:1:pos:R:3 method="wB97M-V/def2-TZVPD" e_homo_ev=-9.954 lumo_ev=0.8
C 1.950 1.172 2.194
C 2.037 0.208 1.019
C 1.232 0.748 -0.260
C -0.309 0.798 -0.159
Si -1.119 -0.852 -0.556
C -0.754 -1.373 -2.313
C -2.961 -0.636 -0.317
Cl -0.535 -2.213 0.879
H 2.543 0.811 3.006
H 2.316 2.254 1.958
H 0.936 1.208 2.499
H 3.083 -0.048 0.765
H 1.668 -0.793 1.359
H 1.539 0.154 -1.151
H 1.627 1.785 -0.392
H -0.859 1.639 -0.697
H -0.555 1.109 0.897
H -0.655 -0.402 -2.801
H -1.603 -1.982 -2.708
H 0.240 -1.819 -2.314
H -3.161 0.388 -0.686
H -3.214 -0.781 0.733
H -3.448 -1.374 -0.954

***

Which of them is most stable? Easy: <2>.

***

<1>
12
Properties=species:S:1:pos:R:3 method="wB97M-V/def2-TZVPD" e_homo_ev=-8.256 lumo_ev=1.0
C 2.009 1.398 -0.166
C 1.239 0.426 -0.627
N 0.430 -0.374 0.170
H 2.099 1.681 0.861
H 2.600 2.001 -0.842
H 1.145 0.184 -1.683
H 0.662 -0.396 1.145
H -0.138 -1.139 -0.131
N -2.843 -1.099 0.559
H -3.563 -0.392 0.702
H -2.031 -0.554 0.280
H -3.153 -1.587 -0.274

***

<2>
12
Properties=species:S:1:pos:R:3 method="wB97M-V/def2-TZVPD" e_homo_ev=-8.589 lumo_ev=1.2
C 1.569 0.674 -0.056
N 0.446 -0.091 0.533
C -0.771 0.118 -0.231
N -1.919 -0.568 0.418
H 2.312 -0.151 -0.121
H 1.497 1.148 -1.042
H 2.128 1.354 0.618
H 0.686 -1.060 0.714
H -0.784 -0.281 -1.239
H -0.876 1.203 -0.195
H -1.837 -1.422 0.971
H -2.453 -0.924 -0.370

***

Which of them is most stable? Easy: <1>.

***

<1>
17
Properties=species:S:1:pos:R:3 method="wB97M-V/def2-TZVPD" total_charge=-1 e_homo_ev=-3.691 lumo_ev=3.8
S -2.097 -0.306 0.908
H -2.164 0.671 0.022
H 0.211 2.081 1.170
H 0.568 0.774 1.184
O 0.815 1.561 0.616
H 1.218 0.878 -1.195
H 0.617 0.042 -2.399
O 1.279 0.038 -1.702
H -2.077 0.175 -2.125
H -1.051 0.866 -1.235
O -1.491 0.924 -2.098
H 1.279 -1.572 -0.483
H -0.085 -1.996 0.187
O 0.878 -2.056 0.266
H 0.093 -0.588 2.790
H 1.012 -1.005 1.628
O 0.995 -0.487 2.465

***

<2>
17
Properties=species:S:1:pos:R:3 method="wB97M-V/def2-TZVPD" total_charge=-1 e_homo_ev=-4.263 lumo_ev=3.2
S 0.709 -0.520 0.373
H 1.809 -0.909 -0.379
H 0.005 -2.833 -0.365
H 1.185 -4.004 0.056
O 0.461 -3.751 -0.597
H -3.751 2.383 -2.242
H -4.406 1.849 -0.997
O -4.498 2.581 -1.674
H 1.201 -0.986 -2.996
H -0.186 -0.831 -2.312
O 0.208 -0.818 -3.248
H 0.813 3.045 0.964
H 0.220 1.652 1.099
O 0.361 2.474 1.545
H 1.464 1.183 2.944
H 1.598 -0.301 3.047
O 2.057 0.523 3.376

***

Which of them is most stable? Easy: <1>.